[1]
ORCA calculation (ωB97M-V/def2-TZVPD) on 3 unconnected molecules or ions with the total composition C14H28FO5P2.

Structure (XYZ):
```
50
Properties=species:S:1:pos:R:3:forces:R:3
C -0.129 -0.182 2.117 8.4 4.5 -4.4
C 1.054 0.491 1.684 -7.7 -4.8 1.4
C 2.302 1.177 0.807 -1.8 1.3 1.5
P 3.545 -0.110 0.133 -1.0 0.1 1.1
C 3.839 -1.596 1.323 -0.1 -1.2 -0.5
C 5.046 -2.541 0.705 0.8 -0.5 0.4
F 5.597 -1.998 -0.568 -1.3 -0.8 2.6
P 2.676 -0.957 -1.729 -0.1 -0.9 -2.5
C 1.135 -2.015 -1.187 -1.0 0.7 1.6
O 2.176 0.381 -2.746 1.1 -1.4 0.7
H -1.138 -0.818 2.162 2.7 1.6 0.4
H 1.835 1.729 -0.143 0.9 -1.4 2.0
H 2.793 2.044 1.449 -0.9 -2.0 -1.2
H 4.822 0.508 -0.249 -1.3 -0.5 0.5
H 2.853 -2.263 1.262 1.9 1.8 0.4
H 4.066 -1.275 2.437 -0.6 -0.5 -2.5
H 4.680 -3.650 0.472 0.7 2.6 0.4
H 5.923 -2.575 1.508 -1.8 0.1 -2.1
H 1.434 -3.143 -0.944 -0.4 2.6 -1.0
H 0.718 -1.570 -0.167 0.5 -1.0 -2.2
H 0.302 -1.932 -2.015 1.8 -0.2 1.6
H 2.734 0.372 -3.593 -1.0 -0.2 1.9
O 0.238 6.911 -5.277 0.4 -2.3 0.9
C 0.214 5.784 -4.790 -0.3 1.8 -0.9
O 1.269 4.952 -4.941 0.5 0.2 0.1
C 1.412 3.681 -4.280 -0.3 0.0 -0.1
C 0.679 2.590 -5.038 -0.2 0.1 -0.1
C -1.016 5.278 -4.096 -0.2 0.1 0.7
H 1.105 3.749 -3.231 -0.1 0.0 -0.1
H 2.483 3.454 -4.272 -0.1 0.3 -0.1
H -0.396 2.787 -5.085 0.1 -0.1 0.1
H 0.832 1.620 -4.560 0.0 0.1 0.0
H 1.036 2.539 -6.070 0.1 0.0 0.1
H -1.733 4.933 -4.846 0.1 0.1 0.1
H -1.455 6.103 -3.527 0.0 -0.1 -0.4
H -0.826 4.481 -3.381 0.0 -0.2 -0.1
O -1.907 -2.781 3.115 -1.3 0.5 0.8
C -3.050 -2.648 3.541 0.7 -0.4 0.1
O -3.272 -2.501 4.867 0.8 0.2 -0.5
C -4.546 -2.179 5.454 -0.4 -0.2 0.1
C -5.388 -3.427 5.640 0.0 -0.2 -0.2
C -4.226 -2.738 2.614 -0.3 0.5 -0.3
H -5.060 -1.404 4.875 0.1 -0.2 0.0
H -4.335 -1.741 6.434 0.3 -0.1 -0.3
H -5.609 -3.909 4.683 -0.1 0.1 0.1
H -6.333 -3.184 6.131 0.1 0.0 0.0
H -4.850 -4.162 6.246 -0.1 0.2 0.0
H -4.453 -3.790 2.425 0.0 0.1 0.0
H -3.960 -2.248 1.672 0.1 -0.3 0.1
H -5.117 -2.232 2.979 0.0 -0.2 0.1
```
Forces are in eV/Å.

Calculated values
Max |F|   10.5 eV Å⁻¹
HOMO   -0.43372 hartree
E_LUMO   -3.5 eV
Charge   +1

[2]
ORCA calculation (ωB97M-V/def2-TZVPD) on a molecular structure, C14H28InN6O6Se.

Structure (XYZ):
```
56
Properties=species:S:1:pos:R:3:forces:R:3
O 0.293 -0.282 -3.940 -3.9 0.7 -2.1
H 0.164 -0.393 -4.896 0.5 0.1 0.1
In 1.332 0.744 -0.067 -2.3 0.0 -1.3
N 1.589 -1.274 -1.777 -1.6 -2.3 1.0
N -0.426 -1.440 -0.171 -0.2 -2.8 -1.3
N 0.782 3.065 -0.485 -2.0 1.0 1.0
N -1.025 1.502 0.506 -0.5 2.1 0.2
O 2.251 -1.072 -2.898 1.2 0.7 -1.9
O 1.357 3.696 -1.438 1.1 -0.2 -0.2
O -2.023 0.769 1.072 0.2 -1.0 0.3
O -1.509 -1.577 0.544 0.1 0.6 0.5
C -0.127 -2.586 -0.847 -0.2 2.3 1.9
C 0.974 -2.473 -1.739 1.8 2.6 -0.1
C -0.257 3.684 0.106 1.9 -0.5 -0.3
C -1.241 2.820 0.666 1.0 -2.8 0.5
C 1.426 -3.558 -2.644 -0.2 -0.4 -0.5
H 1.291 -3.276 -3.695 0.2 -0.1 0.2
H 0.884 -4.488 -2.479 0.0 0.2 0.0
H 2.491 -3.756 -2.476 -0.1 0.2 -0.2
C -0.918 -3.836 -0.689 -0.1 -0.1 0.1
H -1.764 -3.846 -1.390 0.0 -0.1 0.3
H -1.305 -3.909 0.332 -0.1 0.1 -0.2
H -0.300 -4.715 -0.899 -0.2 0.2 0.0
C -0.333 5.169 0.146 -0.2 0.4 -0.4
C -2.398 3.337 1.446 -0.5 0.1 -0.1
H 0.168 5.575 -0.737 -0.1 0.0 0.2
H 0.187 5.560 1.034 -0.1 -0.1 -0.2
H -1.365 5.538 0.178 0.3 0.0 -0.1
H -3.169 2.575 1.586 0.3 0.2 -0.1
H -2.836 4.203 0.946 0.0 -0.1 0.1
H -2.061 3.679 2.434 0.0 0.0 -0.2
H 1.373 2.232 -2.245 0.3 0.0 0.3
H -1.804 -0.248 0.839 -0.3 0.3 0.2
C -1.552 0.014 -3.675 3.7 0.1 1.9
H -1.866 -0.988 -3.906 -0.6 0.1 -0.4
H -1.460 0.876 -4.317 -1.0 -0.1 -0.3
H -1.445 0.249 -2.593 -0.6 -0.2 -0.8
O 1.402 1.248 -2.051 -0.2 0.3 -2.1
H 1.310 -0.603 -3.755 1.9 -1.9 2.2
H 1.216 0.673 -2.840 0.6 1.1 1.3
C 2.010 -2.589 1.820 0.5 -0.7 -0.3
N 1.037 -1.712 2.450 1.0 0.4 1.0
C 0.042 -2.151 3.296 -0.7 1.3 0.0
C -0.586 -1.025 3.779 0.9 -1.0 -1.2
N 0.050 0.059 3.205 1.3 -0.4 0.8
C -0.204 1.423 3.604 -0.1 1.1 0.4
C 1.166 -0.360 2.545 -1.7 -1.0 0.1
Se 2.695 0.677 2.053 -0.6 -0.2 -0.4
H 2.826 -1.977 1.404 -0.4 -0.3 0.2
H 1.542 -3.172 1.003 0.1 0.4 0.5
H 2.423 -3.289 2.571 -0.2 0.4 -0.4
H -0.128 -3.194 3.495 -0.1 0.0 -0.2
H -1.390 -0.919 4.468 -0.4 0.1 0.1
H -1.238 1.713 3.358 0.5 -0.3 0.0
H -0.049 1.537 4.691 0.0 -0.1 -0.5
H 0.498 2.089 3.074 -0.4 -0.3 0.2
```
Forces are in eV/Å.

Calculated values
Max |F|   4.5 eV Å⁻¹
HOMO (spin up / spin down)   -0.36196 / -0.35976 hartree
E_LUMO (spin up / spin down)   -4.0 / -4.0 eV
Charge   +1

[3]
ORCA calculation (ωB97M-V/def2-TZVPD) on a molecular structure, C14H28IrN3.

Structure (XYZ):
```
46
Properties=species:S:1:pos:R:3:forces:R:3
Ir 0.225 0.137 -0.139 -0.2 -0.1 0.3
N 0.129 2.313 0.144 0.0 0.0 -0.3
C 0.329 2.743 1.551 0.1 0.1 0.0
C -0.170 1.650 2.462 0.0 -0.1 0.1
N 0.347 0.329 2.014 0.1 -0.2 -0.1
C 1.723 -0.026 2.469 -0.1 0.0 0.1
C 2.771 0.492 1.511 0.0 0.0 -0.1
N 2.384 0.117 0.121 0.0 0.0 0.0
H -0.830 2.517 -0.132 0.0 0.1 0.0
H 0.710 2.877 -0.471 0.0 0.0 0.0
H 1.390 2.924 1.705 0.0 0.0 0.0
H -0.181 3.685 1.754 -0.1 0.0 0.0
H 0.118 1.849 3.496 0.0 0.0 0.0
H -1.259 1.591 2.427 0.0 0.0 0.0
H -0.278 -0.375 2.394 0.0 0.0 0.0
H 1.908 0.345 3.479 0.0 0.0 0.0
H 1.767 -1.116 2.500 0.0 0.0 0.0
H 2.856 1.574 1.549 0.0 0.0 0.0
H 3.747 0.085 1.774 0.0 0.0 0.0
H 2.892 0.702 -0.537 0.0 0.0 0.0
H 2.699 -0.831 -0.069 0.0 0.0 0.0
C -0.314 -1.887 -0.662 0.0 0.1 -0.2
C 0.051 -1.205 -1.890 0.1 0.1 0.1
C -0.801 -0.079 -2.060 -0.1 0.0 0.1
C -1.753 -0.072 -0.959 0.0 -0.1 0.0
C -1.474 -1.208 -0.137 -0.1 0.1 0.0
C -2.247 -1.627 1.067 0.0 0.0 0.0
C -2.899 0.874 -0.817 0.0 0.0 0.0
C -0.831 0.874 -3.216 0.0 0.0 0.0
C 1.111 -1.631 -2.849 0.1 0.0 0.1
C 0.234 -3.186 -0.165 0.0 0.0 0.0
H -3.033 -2.322 0.761 0.0 0.0 0.0
H -2.738 -0.786 1.556 0.0 0.0 0.0
H -1.626 -2.161 1.787 0.0 0.0 0.0
H -3.782 0.469 -1.316 0.0 0.0 0.0
H -2.688 1.834 -1.291 0.0 0.0 0.0
H -3.166 1.046 0.226 0.0 0.0 0.0
H -0.443 1.860 -2.959 0.0 0.0 0.0
H -1.856 1.004 -3.562 0.0 0.0 0.0
H -0.247 0.495 -4.052 0.0 0.0 0.0
H 0.652 -2.268 -3.610 0.0 0.0 0.0
H 1.894 -2.216 -2.369 0.0 0.0 0.0
H 1.572 -0.785 -3.356 0.0 0.0 0.0
H -0.369 -4.012 -0.547 0.0 0.0 0.0
H 0.221 -3.245 0.922 0.0 0.0 0.0
H 1.256 -3.349 -0.502 0.0 0.0 0.0
```
Forces are in eV/Å.

Calculated values
Max |F|   0.4 eV Å⁻¹
HOMO   -0.58201 hartree
E_LUMO   -5.8 eV
Charge   +2